Formula: C38H73INO17
Source: the OMol25 dataset
Level of theory: ωB97M-V/def2-TZVPD

Bonds (Å) are listed after each position.
Element x y z (Å)
1 C -3.104 -0.180 4.978  C2 1.488, H16 1.171, H17 1.190
2 C -2.273 -0.624 3.827  C1 1.488, C3 1.644, H18 1.186
3 C -1.199 0.295 2.986  C2 1.644, C4 1.673, H19 1.182, H20 1.194
4 C -1.936 1.433 2.007  C3 1.673, C5 1.636, N8 1.510, C13 1.654
5 C -1.597 2.888 2.676  C4 1.636, C6 1.637, H21 1.188, H22 1.190
6 C -2.624 3.380 3.852  C5 1.637, O7 1.487, H23 1.194, H24 1.170
7 O -1.969 3.222 5.178  C6 1.487, H25 1.019
8 N -3.398 1.057 1.969  C4 1.510, C9 1.512, H26 1.065
9 C -4.241 2.019 1.163  N8 1.512, C10 1.673, H27 1.170, H28 1.176
10 C -5.824 1.746 1.629  C9 1.673, C11 1.641, I12 2.232, H29 1.173
11 C -5.965 0.643 2.836  C10 1.641, H30 1.194, H31 1.183, H32 1.194
12 I -6.587 3.659 2.490  C10 2.232
13 C -1.179 1.386 0.537  C4 1.654, O14 1.348, O15 1.477
14 O -1.717 0.866 -0.583  C13 1.348
15 O 0.178 1.965 0.456  C13 1.477
16 H -3.099 0.878 5.479  C1 1.171
17 H -3.890 -0.962 5.412  C1 1.190
18 H -2.426 -1.736 3.442  C2 1.186
19 H -0.500 -0.423 2.360  C3 1.182
20 H -0.468 0.854 3.747  C3 1.194
21 H -1.669 3.690 1.803  C5 1.188
22 H -0.475 2.932 3.067  C5 1.190
23 H -2.760 4.557 3.704  C6 1.194
24 H -3.702 2.928 3.803  C6 1.170
25 H -2.746 3.202 5.837  O7 1.019
26 H -3.425 0.153 1.408  N8 1.065
27 H -4.050 3.153 1.376  C9 1.170
28 H -4.150 1.711 0.032  C9 1.176
29 H -6.464 1.388 0.714  C10 1.173
30 H -7.135 0.442 2.961  C11 1.194
31 H -5.499 -0.415 2.589  C11 1.183
32 H -5.621 1.055 3.902  C11 1.194
33 O 5.900 3.932 -1.935  C34 1.229
34 C 5.025 3.071 -1.982  O33 1.229, O35 1.353, C38 1.499
35 O 4.289 2.787 -0.883  C34 1.353, C36 1.441
36 C 3.124 1.940 -0.877  O35 1.441, C37 1.515, H39 1.094, H40 1.096
37 C 3.516 0.483 -0.736  C36 1.515, H41 1.093, H42 1.094, H43 1.095
38 C 4.819 2.254 -3.222  C34 1.499, H44 1.092, H45 1.095, H46 1.088
39 H 2.497 2.127 -1.754  C36 1.094
40 H 2.530 2.238 -0.005  C36 1.096
41 H 4.124 0.146 -1.579  C37 1.093
42 H 2.627 -0.151 -0.675  C37 1.094
43 H 4.117 0.334 0.166  C37 1.095
44 H 5.534 1.429 -3.232  C38 1.092
45 H 4.998 2.896 -4.091  C38 1.095
46 H 3.808 1.868 -3.333  C38 1.088
47 O 6.506 -0.541 -4.880  C48 1.229
48 C 6.914 -0.051 -5.931  O47 1.229, O49 1.353, C52 1.499
49 O 6.415 1.126 -6.373  C48 1.353, C50 1.441
50 C 6.951 1.875 -7.481  O49 1.441, C51 1.515, H53 1.094, H54 1.096
51 C 6.383 1.378 -8.794  C50 1.515, H55 1.093, H56 1.094, H57 1.095
52 C 7.897 -0.789 -6.789  C48 1.499, H58 1.092, H59 1.095, H60 1.088
53 H 8.045 1.872 -7.465  C50 1.094
54 H 6.644 2.916 -7.327  C50 1.096
55 H 6.653 0.336 -8.983  C51 1.093
56 H 6.748 1.986 -9.627  C51 1.094
57 H 5.289 1.423 -8.779  C51 1.095
58 H 7.362 -1.507 -7.414  C52 1.092
59 H 8.591 -1.328 -6.134  C52 1.095
60 H 8.511 -0.142 -7.413  C52 1.088
61 O -1.598 -3.977 4.562  C62 1.229
62 C -1.226 -4.482 3.505  O61 1.229, O63 1.353, C66 1.499
63 O -2.117 -4.727 2.517  C62 1.353, C64 1.441
64 C -1.763 -5.136 1.182  O63 1.441, C65 1.515, H67 1.094, H68 1.096
65 C -1.580 -6.638 1.107  C64 1.515, H69 1.093, H70 1.094, H71 1.095
66 C 0.196 -4.922 3.324  C62 1.499, H72 1.092, H73 1.095, H74 1.088
67 H -0.889 -4.585 0.820  C64 1.094
68 H -2.600 -4.844 0.537  C64 1.096
69 H -0.762 -6.978 1.748  C65 1.093
70 H -1.367 -6.950 0.081  C65 1.094
71 H -2.484 -7.152 1.451  C65 1.095
72 H 0.323 -5.914 3.762  C66 1.092
73 H 0.846 -4.211 3.846  C66 1.095
74 H 0.527 -4.930 2.288  C66 1.088
75 O -5.200 -1.776 1.092  C76 1.229
76 C -6.075 -2.637 1.045  O75 1.229, O77 1.353, C80 1.499
77 O -6.811 -2.921 2.145  C76 1.353, C78 1.441
78 C -7.976 -3.768 2.151  O77 1.441, C79 1.515, H81 1.094, H82 1.096
79 C -7.584 -5.225 2.291  C78 1.515, H83 1.093, H84 1.094, H85 1.095
80 C -6.281 -3.454 -0.195  C76 1.499, H86 1.092, H87 1.095, H88 1.088
81 H -8.603 -3.581 1.273  C78 1.094
82 H -8.570 -3.470 3.022  C78 1.096
83 H -6.976 -5.563 1.448  C79 1.093
84 H -8.473 -5.859 2.352  C79 1.094
85 H -6.983 -5.374 3.194  C79 1.095
86 H -5.566 -4.280 -0.204  C80 1.092
87 H -6.102 -2.812 -1.064  C80 1.095
88 H -7.292 -3.840 -0.306  C80 1.088
89 O 5.326 10.637 -0.718  C90 1.229
90 C 4.700 9.594 -0.899  O89 1.229, O91 1.353, C94 1.499
91 O 4.068 8.990 0.133  C90 1.353, C92 1.441
92 C 3.159 7.880 -0.003  O91 1.441, C93 1.515, H95 1.094, H96 1.096
93 C 3.913 6.566 -0.039  C92 1.515, H97 1.093, H98 1.094, H99 1.095
94 C 4.705 8.922 -2.239  C90 1.499, H100 1.092, H101 1.095, H102 1.088
95 H 2.501 8.015 -0.867  C92 1.094
96 H 2.513 7.900 0.882  C92 1.096
97 H 4.583 6.509 -0.901  C93 1.093
98 H 3.217 5.724 -0.085  C93 1.094
99 H 4.537 6.459 0.854  C93 1.095
100 H 5.607 8.314 -2.334  C94 1.092
101 H 4.708 9.696 -3.014  C94 1.095
102 H 3.826 8.309 -2.428  C94 1.088
103 O 3.747 2.519 -8.453  C104 1.229
104 C 2.557 2.346 -8.200  O103 1.229, O105 1.353, C108 1.499
105 O 2.185 1.462 -7.246  C104 1.353, C106 1.441
106 C 0.843 1.321 -6.741  O105 1.441, C107 1.515, H109 1.094, H110 1.096
107 C 0.028 0.397 -7.623  C106 1.515, H111 1.093, H112 1.094, H113 1.095
108 C 1.495 3.036 -9.001  C104 1.499, H114 1.092, H115 1.095, H116 1.088
109 H 0.371 2.298 -6.603  C106 1.094
110 H 0.933 0.878 -5.743  C106 1.096
111 H -0.075 0.793 -8.637  C107 1.093
112 H -0.971 0.248 -7.206  C107 1.094
113 H 0.520 -0.577 -7.714  C107 1.095
114 H 1.310 2.469 -9.916  C108 1.092
115 H 1.856 4.036 -9.264  C108 1.095
116 H 0.561 3.183 -8.462  C108 1.088
117 O -0.774 -7.274 5.449  C118 1.229
118 C -0.889 -6.718 6.539  O117 1.229, O119 1.353, C122 1.499
119 O 0.008 -6.955 7.523  C118 1.353, C120 1.441
120 C 0.076 -6.220 8.761  O119 1.441, C121 1.515, H123 1.094, H124 1.096
121 C -0.885 -6.794 9.783  C120 1.515, H125 1.093, H126 1.094, H127 1.095
122 C -2.072 -5.845 6.833  C118 1.499, H128 1.092, H129 1.095, H130 1.088
123 H -0.076 -5.150 8.592  C120 1.094
124 H 1.102 -6.331 9.130  C120 1.096
125 H -1.923 -6.718 9.449  C121 1.093
126 H -0.789 -6.270 10.738  C121 1.094
127 H -0.682 -7.858 9.943  C121 1.095
128 H -2.913 -6.470 7.142  C122 1.092
129 H -2.340 -5.307 5.917  C122 1.095
130 H -1.882 -5.083 7.586  C122 1.088

Highest occupied orbital energy ... -4.6 eV
Total charge ... -1
LUMO energy ... 1.873 eV

Löwdin population analysis, charges in e, atoms 1 to 5: number 1, C, carries -0.0432; number 2, C, carries -0.1307; number 3, C, carries -0.1090; number 4, C, carries -0.3464; number 5, C, carries -0.1165